A cluster of 16 separate species, C32H96O32 in total at a distorted geometry, computed with ωB97M-V/def2-TZVPD.

Last columns: bonded neighbours and bond lengths (Å).
Element x y z (Å)
1 H 3.091 5.922 -0.486  C142 1.090
2 H -2.015 5.398 1.385  C46 1.090
3 H -1.892 1.648 3.143  C81 1.090
4 O -3.528 -0.634 -1.375  H19 0.960, C68 1.427
5 O 1.275 2.401 3.007  C74 1.412, H122 0.960
6 H -3.049 -2.643 2.781  C114 1.090
7 H 3.235 -6.052 -0.655  O154 0.960
8 H 3.456 -2.399 -2.554  O104 0.960
9 H 0.553 4.105 -1.842  C85 1.090
10 H 3.508 0.530 4.777  C42 1.090
11 H -2.011 -2.866 4.181  C114 1.090
12 C -1.209 -4.024 -1.366  C23 1.547, H44 1.090, O77 1.476, H134 1.090
13 H -0.550 3.609 -3.868  C112 1.090
14 O 0.834 -2.711 -6.724  C38 1.452, H66 0.960
15 O 2.238 2.952 -2.154  C85 1.437, H103 0.960
16 H 4.157 -4.334 0.359  C35 1.090
17 H -2.499 3.247 5.103  C89 1.090
18 C -5.512 -3.917 -0.684  C24 1.540, O39 1.437, H88 1.090, H124 1.090
19 H -4.417 -0.301 -1.232  O4 0.960
20 O -5.988 0.651 3.948  H107 0.960, C152 1.396
21 C -2.284 3.422 0.623  C46 1.522, H118 1.090, H126 1.090, O151 1.425
22 O -4.646 1.910 -1.950  H146 0.960, C158 1.366
23 C -1.549 -3.284 -2.681  C12 1.547, H31 1.090, O47 1.408, H75 1.090
24 C -5.763 -4.494 -2.089  C18 1.540, H87 1.090, H119 1.090, O143 1.421
25 C -0.039 0.003 0.811  C51 1.570, O52 1.407, H116 1.090, H121 1.090
26 H -2.061 -4.933 2.462  C123 1.090
27 O -3.916 -3.284 4.672  H34 0.960, C114 1.438
28 H 3.071 -3.225 -5.324  O160 0.960
29 H 3.279 3.687 0.591  C58 1.090
30 O 5.794 -0.779 -0.924  H98 0.960, C157 1.431
31 H -1.255 -3.748 -3.623  C23 1.090
32 H 1.178 -1.684 3.708  C76 1.090
33 O 2.102 4.959 1.781  C58 1.435, H102 0.960
34 H -4.723 -3.563 4.232  O27 0.960
35 C 3.219 -4.149 -0.164  H16 1.090, C61 1.600, H141 1.090, O154 1.471
36 H -3.538 5.084 3.079  O147 0.960
37 H 5.421 3.234 -7.538  C65 1.090
38 C 1.007 -1.912 -5.524  O14 1.452, C79 1.548, H84 1.090, H109 1.090
39 O -4.506 -4.680 0.003  C18 1.437, H108 0.960
40 H 1.776 4.761 -2.882  C85 1.090
41 H 1.334 -2.212 -3.379  C79 1.090
42 C 2.556 0.678 4.268  H10 1.090, C74 1.579, O101 1.470, H133 1.090
43 C 2.377 -3.435 4.323  O69 1.397, C76 1.580, H139 1.090, H148 1.090
44 H -1.526 -5.067 -1.401  C12 1.090
45 H 3.079 -1.952 0.136  C61 1.090
46 C -2.248 4.409 1.780  H2 1.090, C21 1.522, H67 1.090, O147 1.387
47 O -2.927 -3.005 -2.760  C23 1.408, H106 0.960
48 H 5.202 2.304 0.170  C105 1.090
49 H 2.035 -2.652 -1.190  C61 1.090
50 H -6.030 -1.373 3.686  C152 1.090
51 C 1.021 0.890 0.067  C25 1.570, O63 1.414, H90 1.090, H94 1.090
52 O 0.291 -1.357 0.958  C25 1.407, H117 0.960
53 H 0.328 2.185 -3.701  C112 1.090
54 H -5.269 1.239 1.222  O129 0.960
55 H -4.101 -0.290 2.359  C100 1.090
56 H 3.221 2.451 3.115  C74 1.090
57 H 0.773 2.756 -5.789  O150 0.960
58 C 3.361 4.586 1.203  H29 1.090, O33 1.435, C142 1.519, H144 1.090
59 H 4.731 5.201 -4.545  O62 0.960
60 H -2.104 -0.084 -2.810  C68 1.090
61 C 3.006 -2.655 -0.695  C35 1.600, H45 1.090, H49 1.090, O104 1.454
62 O 4.651 4.271 -4.321  H59 0.960, C72 1.456
63 O 0.888 0.646 -1.319  C51 1.414, H97 0.960
64 H -2.250 1.025 -1.557  C68 1.090
65 C 5.597 3.787 -6.615  H37 1.090, C72 1.572, H127 1.090, O131 1.420
66 H 1.658 -3.155 -6.938  O14 0.960
67 H -1.594 4.070 2.584  C46 1.090
68 C -2.862 0.354 -2.160  O4 1.427, H60 1.090, H64 1.090, C158 1.543
69 O 2.080 -4.760 4.651  C43 1.397, H138 0.960
70 H 3.879 6.587 0.950  C142 1.090
71 H 0.306 -2.775 4.691  C76 1.090
72 C 4.459 3.531 -5.560  O62 1.456, C65 1.572, H83 1.090, H156 1.090
73 H 0.567 -2.764 1.996  O132 0.960
74 C 2.420 2.180 3.803  O5 1.412, C42 1.579, H56 1.090, H95 1.090
75 H -0.956 -2.370 -2.685  C23 1.090
76 C 1.026 -2.750 3.873  H32 1.090, C43 1.580, H71 1.090, O132 1.411
77 O -1.811 -3.225 -0.281  C12 1.476, H82 0.960
78 H 5.378 6.198 -0.816  O92 0.960
79 C 1.517 -2.736 -4.317  C38 1.548, H41 1.090, H153 1.090, O160 1.440
80 H -4.956 -1.459 1.364  C100 1.090
81 C -2.065 1.325 4.169  H3 1.090, C89 1.532, H135 1.090, O159 1.408
82 H -2.719 -3.106 -0.568  O77 0.960
83 H 3.584 3.930 -6.073  C72 1.090
84 H 0.029 -1.468 -5.343  C38 1.090
85 C 1.230 3.845 -2.656  H9 1.090, O15 1.437, H40 1.090, C112 1.575
86 H -7.340 -5.458 -1.253  O143 0.960
87 H -6.371 -3.743 -2.595  C24 1.090
88 H -6.447 -4.110 -0.159  C18 1.090
89 C -1.750 2.457 5.152  H17 1.090, C81 1.532, H130 1.090, O145 1.425
90 H 0.864 1.945 0.293  C51 1.090
91 H -7.107 -0.465 2.606  C152 1.090
92 O 5.035 5.425 -0.362  H78 0.960, C142 1.412
93 H 6.600 1.343 0.407  C105 1.090
94 H 1.986 0.560 0.450  C51 1.090
95 H 2.411 2.940 4.585  C74 1.090
96 H 3.971 0.209 -0.814  C157 1.090
97 H 1.391 1.368 -1.704  O63 0.960
98 H 5.055 -1.377 -1.063  O30 0.960
99 H 6.912 3.930 -5.286  O131 0.960
100 C -5.071 -0.532 1.926  H55 1.090, H80 1.090, O129 1.406, C152 1.597
101 O 1.457 0.345 5.185  C42 1.470, H149 0.960
102 H 1.640 4.191 2.125  O33 0.960
103 H 2.946 3.220 -2.744  O15 0.960
104 O 3.974 -2.391 -1.746  H8 0.960, C61 1.454
105 C 5.512 1.283 0.394  H48 1.090, H93 1.090, O136 1.409, C157 1.563
106 H -3.167 -2.189 -2.315  O47 0.960
107 H -6.066 1.424 3.385  O20 0.960
108 H -4.764 -5.604 0.045  O39 0.960
109 H 1.766 -1.164 -5.755  C38 1.090
110 H -3.456 2.096 -3.467  C158 1.090
111 O -4.079 -5.143 2.614  C123 1.470, H128 0.960
112 C 0.478 3.246 -3.902  H13 1.090, H53 1.090, C85 1.575, O150 1.369
113 H 5.682 -0.029 1.786  O136 0.960
114 C -2.889 -3.258 3.667  H6 1.090, H11 1.090, O27 1.438, C123 1.534
115 H -2.626 -5.387 4.073  C123 1.090
116 H -0.221 0.340 1.831  C25 1.090
117 H -0.479 -1.820 0.620  O52 0.960
118 H -1.270 3.101 0.387  C21 1.090
119 H -4.878 -4.750 -2.671  C24 1.090
120 H -2.151 4.818 -0.717  O151 0.960
121 H -0.993 0.078 0.289  C25 1.090
122 H 0.508 2.382 3.585  O5 0.960
123 C -2.809 -4.725 3.227  H26 1.090, O111 1.470, C114 1.534, H115 1.090
124 H -5.256 -2.858 -0.640  C18 1.090
125 H -4.471 0.645 -3.529  C158 1.090
126 H -2.883 2.523 0.773  C21 1.090
127 H 5.527 4.820 -6.954  C65 1.090
128 H -4.092 -4.930 1.678  O111 0.960
129 O -5.290 0.352 0.855  H54 0.960, C100 1.406
130 H -1.643 2.109 6.180  C89 1.090
131 O 6.897 3.479 -6.134  C65 1.420, H99 0.960
132 O 0.586 -3.410 2.706  H73 0.960, C76 1.411
133 H 2.396 0.007 3.423  C42 1.090
134 H -0.141 -3.979 -1.156  C12 1.090
135 H -3.083 0.967 4.329  C81 1.090
136 O 5.155 0.762 1.654  C105 1.409, H113 0.960
137 H -0.322 3.660 5.681  O145 0.960
138 H 1.572 -5.033 3.884  O69 0.960
139 H 2.878 -2.985 5.181  C43 1.090
140 H 5.310 0.881 -1.784  C157 1.090
141 H 2.498 -4.184 0.652  C35 1.090
142 C 3.821 5.716 0.297  H1 1.090, C58 1.519, H70 1.090, O92 1.412
143 O -6.729 -5.531 -1.990  C24 1.421, H86 0.960
144 H 4.089 4.467 2.005  C58 1.090
145 O -0.444 3.005 4.990  C89 1.425, H137 0.960
146 H -4.177 2.695 -1.658  O22 0.960
147 O -3.525 4.506 2.313  H36 0.960, C46 1.387
148 H 3.080 -3.359 3.494  C43 1.090
149 H 0.638 0.178 4.713  O101 0.960
150 O 1.129 3.327 -5.104  H57 0.960, C112 1.369
151 O -2.775 4.115 -0.521  C21 1.425, H120 0.960
152 C -6.140 -0.454 3.109  O20 1.396, H50 1.090, H91 1.090, C100 1.597
153 H 1.127 -3.754 -4.304  C79 1.090
154 O 2.998 -5.246 -1.119  H7 0.960, C35 1.471
155 H -1.672 -0.352 5.002  O159 0.960
156 H 4.367 2.492 -5.243  C72 1.090
157 C 5.038 0.432 -0.828  O30 1.431, H96 1.090, C105 1.563, H140 1.090
158 C -3.868 1.277 -2.878  O22 1.366, C68 1.543, H110 1.090, H125 1.090
159 O -1.205 0.235 4.403  C81 1.408, H155 0.960
160 O 2.947 -2.841 -4.452  H28 0.960, C79 1.440

Results
- spin multiplicity = 1

***

A cluster of 18 separate species, C33H102O18 in total at a distorted geometry, computed with ωB97M-V/def2-TZVPD.

Last columns: bonded neighbours and bond lengths (Å).
Element x y z (Å)
1 C -24.489 2.288 5.858  O22 1.383, C27 1.528, H67 1.041, H70 1.096
2 C -19.286 2.987 -1.200  C36 1.505, C75 1.535, H114 1.091, O119 1.420
3 O -29.412 1.751 0.384  C88 1.459, H123 0.999
4 H -24.863 5.693 -2.400  C89 1.029
5 H -23.433 2.140 1.807  C87 1.049
6 H -21.644 3.559 5.581  C85 1.120
7 H -21.103 3.764 -2.015  C75 1.068
8 H -31.056 0.307 1.900  C76 1.079
9 H -31.486 0.900 -0.815  C12 1.088
10 H -26.196 3.471 -4.935  C77 1.166
11 O -26.739 5.890 -6.184  H34 0.936, C107 1.432
12 C -30.657 0.219 -1.000  H9 1.088, H57 1.129, C88 1.495, H118 1.065
13 H -23.771 0.394 6.490  C27 1.094
14 H -26.075 2.236 -2.932  C133 1.080
15 H -21.560 -0.979 -6.331  C28 1.093
16 H -27.285 4.287 -0.416  O144 0.978
17 C -27.847 -2.715 -0.883  C21 1.505, O33 1.412, H59 1.068, H104 1.102
18 H -29.937 -2.992 -0.870  C21 1.064
19 O -26.017 -0.103 3.576  C93 1.449, H148 0.977
20 H -24.294 -0.207 -4.854  O150 1.017
21 C -29.064 -3.598 -0.813  C17 1.505, H18 1.064, H111 1.084, H151 1.114
22 O -24.601 2.912 7.087  C1 1.383, H127 0.936
23 H -27.778 5.709 -4.462  O98 0.970
24 H -18.736 3.559 0.826  C36 1.075
25 C -23.911 -3.675 -4.037  H42 1.081, O80 1.375, C117 1.529, H125 1.093
26 O -22.163 0.063 -2.154  H128 0.975, C146 1.440
27 C -23.435 1.183 5.811  C1 1.528, H13 1.094, H92 1.107, H141 1.075
28 C -21.656 -0.321 -5.464  H15 1.093, H30 1.127, O39 1.447, H137 1.085
29 H -25.999 2.551 2.425  C120 1.135
30 H -20.669 -0.197 -4.934  C28 1.127
31 O -22.175 6.776 4.858  H64 0.994, C74 1.449
32 H -29.756 -2.439 3.705  C115 1.101
33 O -27.728 -2.205 -2.195  C17 1.412, H106 0.983
34 H -26.497 6.769 -5.972  O11 0.936
35 H -26.593 1.947 -1.262  C133 1.052
36 C -19.398 3.847 0.030  C2 1.505, H24 1.075, H54 1.122, H83 1.118
37 C -25.280 -1.129 1.438  H55 1.097, C93 1.462, H139 1.099, H142 1.044
38 H -28.459 2.643 -2.007  C152 1.114
39 O -22.719 -0.873 -4.652  C28 1.447, H124 0.973
40 H -29.764 -1.431 5.156  C115 1.096
41 H -19.633 4.478 -2.751  C75 1.094
42 H -23.863 -3.795 -5.110  C25 1.081
43 H -22.965 -1.670 -1.181  C146 1.102
44 H -20.266 1.345 -1.680  O119 0.964
45 C -24.333 5.495 -5.916  H71 1.117, C107 1.507, H108 1.055, H134 1.105
46 H -28.751 0.320 1.634  O130 0.970
47 H -29.762 6.614 -2.689  C91 1.101
48 H -27.703 2.794 2.876  C120 1.114
49 H -31.656 -0.195 3.460  C76 1.086
50 H -29.396 0.606 3.825  C153 1.107
51 H -22.504 3.594 1.302  C87 1.111
52 H -20.125 2.755 -3.109  C75 1.115
53 H -29.800 5.094 -3.700  C91 1.112
54 H -19.148 4.902 -0.254  C36 1.122
55 H -24.980 -0.168 1.002  C37 1.097
56 C -26.842 4.323 1.463  H101 1.069, C120 1.501, H121 1.044, O144 1.412
57 H -30.717 -0.578 -0.202  C12 1.129
58 C -27.275 -0.048 -6.199  H79 1.123, C94 1.542, H102 1.118, H116 1.138
59 H -28.075 -1.918 -0.210  C17 1.068
60 H -22.231 2.569 -0.695  O149 0.981
61 O -26.488 4.737 -1.713  H73 0.990, C89 1.449
62 H -25.458 5.004 -7.614  C107 1.125
63 H -24.963 6.019 -0.720  C89 1.118
64 H -22.972 7.360 4.973  O31 0.994
65 H -21.579 -0.811 -0.408  C146 1.111
66 O -26.268 0.295 -2.301  H109 0.970, C133 1.425
67 H -24.299 3.035 5.158  C1 1.041
68 H -25.447 -1.301 -6.456  C94 1.101
69 H -30.272 2.520 -2.167  C152 1.065
70 H -25.485 1.915 5.590  C1 1.096
71 H -23.962 6.487 -6.270  C45 1.117
72 C -30.245 -2.109 -5.035  H97 1.087, H105 1.071, O131 1.422, H147 1.098
73 H -27.002 5.274 -2.368  O61 0.990
74 C -22.578 5.470 5.341  O31 1.449, C85 1.514, H86 1.114, H126 1.079
75 C -20.108 3.576 -2.354  C2 1.535, H7 1.068, H41 1.094, H52 1.115
76 C -30.912 -0.405 2.698  H8 1.079, H49 1.086, H99 1.095, C153 1.554
77 C -26.092 3.618 -6.086  H10 1.166, H90 1.101, C107 1.540, H138 1.121
78 H -20.562 4.927 5.821  C85 1.056
79 H -28.048 -0.664 -6.733  C58 1.123
80 O -22.636 -3.609 -3.525  C25 1.375, H82 0.987
81 H -29.151 1.400 -3.087  C152 1.143
82 H -22.346 -2.708 -3.800  O80 0.987
83 H -20.438 3.856 0.440  C36 1.118
84 H -24.206 -1.155 3.248  C93 1.114
85 C -21.358 4.581 5.221  H6 1.120, C74 1.514, H78 1.056, H112 1.188
86 H -23.379 5.015 4.715  C74 1.114
87 C -22.716 2.515 1.139  H5 1.049, H51 1.111, H136 1.081, O149 1.426
88 C -29.413 1.041 -0.891  O3 1.459, C12 1.495, H140 1.082, C152 1.557
89 C -25.150 5.255 -1.515  H4 1.029, O61 1.449, H63 1.118, H135 1.068
90 H -27.002 3.352 -6.648  C77 1.101
91 C -29.198 5.725 -3.010  H47 1.101, H53 1.112, O98 1.432, H113 1.092
92 H -22.452 1.555 6.159  C27 1.107
93 C -25.264 -1.139 2.900  O19 1.449, C37 1.462, H84 1.114, H129 1.150
94 C -26.075 -0.857 -5.668  C58 1.542, H68 1.101, H100 1.110, O150 1.451
95 H -29.167 -1.717 -3.409  O131 0.959
96 H -25.592 -4.842 -3.683  C117 1.081
97 H -31.293 -2.391 -4.967  C72 1.087
98 O -28.003 6.189 -3.650  H23 0.970, C91 1.432
99 H -31.168 -1.379 2.269  C76 1.095
100 H -26.412 -1.718 -5.054  C94 1.110
101 H -27.368 5.189 1.805  C56 1.069
102 H -26.961 0.781 -6.880  C58 1.118
103 H -26.405 3.955 3.459  C120 1.105
104 H -27.001 -3.378 -0.642  C17 1.102
105 H -29.641 -2.976 -5.214  C72 1.071
106 H -27.224 -1.361 -2.225  O33 0.983
107 C -25.640 5.029 -6.505  O11 1.432, C45 1.507, H62 1.125, C77 1.540
108 H -23.659 4.734 -6.198  C45 1.055
109 H -25.993 -0.002 -3.183  O66 0.970
110 H -28.217 -1.705 4.394  C115 1.093
111 H -29.149 -4.207 0.080  C21 1.084
112 H -21.069 4.594 4.068  C85 1.188
113 H -29.001 5.037 -2.185  C91 1.092
114 H -18.282 2.948 -1.626  C2 1.091
115 C -29.280 -1.569 4.182  H32 1.101, H40 1.096, H110 1.093, C153 1.474
116 H -27.635 0.357 -5.198  C58 1.138
117 C -24.551 -4.909 -3.400  C25 1.529, H96 1.081, H122 1.098, H132 1.094
118 H -30.732 -0.236 -1.959  C12 1.065
119 O -19.762 1.678 -0.928  C2 1.420, H44 0.964
120 C -26.778 3.356 2.609  H29 1.135, H48 1.114, C56 1.501, H103 1.105
121 H -25.894 4.573 1.106  C56 1.044
122 H -24.147 -5.829 -3.842  C117 1.098
123 H -28.881 2.596 0.328  O3 0.999
124 H -22.616 -0.485 -3.765  O39 0.973
125 H -24.434 -2.757 -3.756  C25 1.093
126 H -22.809 5.594 6.387  C74 1.079
127 H -24.906 2.297 7.722  O22 0.936
128 H -22.740 0.698 -1.691  O26 0.975
129 H -25.671 -2.149 3.269  C93 1.150
130 O -28.492 -0.312 2.322  H46 0.970, C153 1.428
131 O -29.917 -1.349 -3.878  C72 1.422, H95 0.959
132 H -24.401 -4.957 -2.318  C117 1.094
133 C -25.939 1.655 -2.032  H14 1.080, H35 1.052, O66 1.425, H143 1.075
134 H -24.399 5.492 -4.813  C45 1.105
135 H -24.470 4.446 -1.357  C89 1.068
136 H -21.827 1.936 1.343  C87 1.081
137 H -21.975 0.636 -5.862  C28 1.085
138 H -25.297 2.885 -6.382  C77 1.121
139 H -24.588 -1.924 1.126  C37 1.099
140 H -28.517 0.437 -0.941  C88 1.082
141 H -23.347 0.828 4.800  C27 1.075
142 H -26.241 -1.318 1.074  C37 1.044
143 H -24.909 1.786 -1.754  C133 1.075
144 O -27.516 3.745 0.365  H16 0.978, C56 1.412
145 H -21.337 -1.814 -1.899  C146 1.093
146 C -22.019 -1.140 -1.374  O26 1.440, H43 1.102, H65 1.111, H145 1.093
147 H -30.135 -1.512 -5.950  C72 1.098
148 H -26.865 -0.100 3.092  O19 0.977
149 O -23.049 2.293 -0.230  H60 0.981, C87 1.426
150 O -25.278 0.054 -4.868  H20 1.017, C94 1.451
151 H -29.175 -4.212 -1.736  C21 1.114
152 C -29.351 1.986 -2.126  H38 1.114, H69 1.065, H81 1.143, C88 1.557
153 C -29.496 -0.382 3.336  H50 1.107, C76 1.554, C115 1.474, O130 1.428

Results
- spin multiplicity = 1

***

Result set for LUMO level: 0.01; 0.16 eV, one per record in the order listed.
Result set for energy above the lowest of the compared OMol25 structures with the same formula, charge and spin: 104.0; 19.0 kcal per mole, one per record in the order listed.